# C42H49AsAuF9N7OP

A molecular structure, C42H49AsAuF9N7OP in a non-equilibrium geometry (ωB97M-V with the def2-TZVPD basis set, OMol25).

Cartesian coordinates (Å):
Au: 1.00041 0.53988 0.37832
C: 2.84821 1.38878 -2.28728
N: 4.08071 1.17728 -1.59308
C: 5.35351 1.29218 -2.26508
C: 6.35341 1.21408 -1.11958
N: 5.54371 0.92398 0.03952
C: 6.21551 0.51758 1.24312
C: 4.20881 1.00328 -0.25138
N: 3.17971 0.95648 0.55882
C: 3.33891 1.21818 1.97542
C: 2.25001 2.17818 2.46622
N: 0.92871 1.57198 2.39752
C: 0.15011 1.56758 3.44882
N: -0.98269 0.81558 3.57042
C: -1.63639 0.01268 2.57902
C: -1.47769 0.78808 4.93142
C: -0.55389 1.74888 5.66172
N: 0.31761 2.25018 4.62722
C: 1.05851 3.44528 4.92192
H: 3.06881 1.68948 -3.30868
H: 2.25831 2.16968 -1.80238
H: 2.24911 0.47268 -2.30958
H: 5.42331 2.23598 -2.81948
H: 5.49621 0.48138 -2.99108
H: 6.89081 2.16248 -0.97288
H: 7.11731 0.44398 -1.27618
H: 7.15301 0.02968 0.97402
H: 5.61731 -0.17432 1.82982
H: 6.48131 1.37678 1.86702
H: 4.28341 1.71638 2.18812
H: 3.27481 0.28908 2.55202
H: 2.27741 3.08268 1.84912
H: 2.52921 2.43418 3.48372
H: -1.07159 -0.89372 2.33692
H: -1.78699 0.57158 1.64712
H: -2.60709 -0.28672 2.97242
H: -1.42249 -0.22962 5.33192
H: -2.52429 1.10428 4.97992
H: 0.03251 1.25018 6.44302
H: -1.08689 2.56968 6.14952
H: 0.48331 4.04598 5.62782
H: 1.23011 4.04408 4.03112
H: 2.01101 3.21878 5.41142
O: -1.30399 1.63538 -0.77248
N: -0.95059 0.55618 -0.33298
F: 6.51011 -4.48252 -3.05778
C: 6.36711 -3.68852 -2.01678
F: 6.93131 -4.23722 -0.94688
F: 7.05721 -2.54412 -2.27198
C: 4.92811 -3.28962 -1.75658
C: 3.96671 -3.39412 -2.75198
C: 2.69951 -2.87202 -2.54038
C: 2.42251 -2.23012 -1.33618
C: 3.37381 -2.18942 -0.31368
C: 4.62771 -2.72312 -0.52088
P: 0.81671 -1.50792 -0.90388
C: -0.28529 -1.30202 -2.30988
C: 0.16331 -0.96432 -3.58728
C: -0.74819 -0.71502 -4.59908
C: -2.10869 -0.78482 -4.32528
C: -2.56359 -1.11952 -3.05458
C: -1.65879 -1.37122 -2.04358
C: -3.14519 -0.42792 -5.37568
F: -4.08979 -1.35792 -5.46808
F: -2.62229 -0.20502 -6.56708
F: -3.76599 0.71338 -4.97668
C: 0.08221 -2.80752 0.12832
C: 0.34311 -2.84312 1.49672
C: -0.09359 -3.91832 2.24902
C: -0.79409 -4.94652 1.62882
C: -1.04089 -4.92462 0.26312
C: -0.58839 -3.86112 -0.49638
C: -1.31689 -6.09302 2.47602
F: -2.47549 -5.72812 3.05122
F: -1.54259 -7.18122 1.75642
F: -0.46519 -6.39442 3.45372
H: 4.20041 -3.88692 -3.68498
H: 1.94301 -2.98282 -3.30268
H: 3.11721 -1.74232 0.63862
H: 5.37491 -2.71982 0.25842
H: 1.21981 -0.90232 -3.80388
H: -0.40599 -0.47232 -5.59518
H: -3.62309 -1.20362 -2.87248
H: -2.01089 -1.65072 -1.06348
H: 0.90061 -2.03732 1.96032
H: 0.12201 -3.98402 3.30412
H: -1.56319 -5.74772 -0.20158
H: -0.75189 -3.86372 -1.56478
C: -2.65019 4.56468 -0.62998
As: -3.28979 2.74438 -0.42468
C: -4.04869 2.33538 -2.16358
C: -4.89439 2.79728 0.91592
C: -6.07689 2.34018 0.20302
C: -6.33399 0.95918 0.07552
C: -7.52679 0.51288 -0.44118
C: -8.47839 1.43968 -0.88318
C: -8.22809 2.81028 -0.77958
C: -7.02019 3.26178 -0.28968
H: -3.43659 5.15458 -1.10388
H: -1.77469 4.57018 -1.28098
H: -2.38229 5.01478 0.32592
H: -4.99129 2.87558 -2.25468
H: -4.24439 1.27028 -2.27278
H: -3.37319 2.66638 -2.95328
H: -4.91819 3.84788 1.20482
H: -4.62559 2.16588 1.75982
H: -5.58329 0.25608 0.41502
H: -7.73179 -0.54532 -0.50858
H: -9.39239 1.09558 -1.34698
H: -8.98409 3.51868 -1.08838
H: -6.82279 4.32258 -0.20648

Computed properties:
⟨S²⟩: 2.432
E_HOMO (spin up / spin down): -17.8 / -17.8 eV
Energy above the lowest of the compared OMol25 structures with the same formula, charge and spin: 45.9 kcal per mole
HOMO-LUMO gap (spin up / spin down): 5.106 / 4.024 eV
Calculated total energy: -155063.0472 eV
LUMO (spin up / spin down): -12.738 / -13.787 eV
Charge: +4
Strongest force on any atom: 2.699 eV/A
Molecular weight: 1141.75 g/mol
2S+1: 3

These are the Mulliken partial charges, in e, on atoms 1 to 5:
1. Au 1.52
2. C -1.13
3. N 0.20
4. C -0.68
5. C -0.58


# C42H49AuN3O2P2SSi2

A molecular structure, C42H49AuN3O2P2SSi2 (ωB97M-V with the def2-TZVPD basis set, OMol25).

Cartesian coordinates (Å):
Au: 1.24472 -1.21368 -0.00175
C: -0.12441 -2.60949 4.42086
Si: -0.86984 -0.93426 3.98813
C: 0.05751 0.42396 4.92055
C: -2.64300 -0.92531 4.64606
N: -0.78430 -0.76370 2.30837
P: -1.12472 0.36646 1.28573
C: -0.19773 0.21034 -0.16115
P: -0.20053 0.88648 -1.74417
N: 0.90574 0.24063 -2.63477
Si: 1.64236 0.54196 -4.12513
C: 1.58655 -1.02005 -5.17477
C: 3.45072 1.05265 -3.88481
C: 0.82014 1.90417 -5.14387
C: -1.87465 0.70554 -2.46587
C: -2.38159 1.56471 -3.43811
C: -3.62143 1.32565 -4.01124
C: -4.36485 0.21963 -3.62373
C: -3.86046 -0.65176 -2.66946
C: -2.62261 -0.40880 -2.09544
C: 0.02029 2.69520 -1.53633
C: -1.00574 3.59215 -1.25498
C: -0.72710 4.92484 -0.98318
C: 0.58324 5.37557 -0.99379
C: 1.61535 4.48802 -1.27176
C: 1.33572 3.15748 -1.53337
C: -0.87819 2.04542 1.96632
C: 0.34620 2.67807 1.78789
C: 0.60313 3.89528 2.40236
C: -0.36286 4.48813 3.20080
C: -1.58496 3.85634 3.39623
C: -1.83871 2.63878 2.78523
C: -2.89834 0.35614 0.83673
C: -3.56363 1.45055 0.29068
C: -4.87299 1.33183 -0.15237
C: -5.53166 0.11516 -0.04806
C: -4.87776 -0.97846 0.50238
C: -3.56853 -0.85925 0.93977
H: 0.22606 -2.65608 5.45426
H: 0.71438 -2.82583 3.75673
H: -0.85989 -3.40251 4.27484
H: 0.25087 0.14337 5.95862
H: -0.51633 1.35345 4.92555
H: 1.01528 0.64289 4.44727
H: -2.70716 -1.42940 5.61379
H: -3.30819 -1.44473 3.95367
H: -3.02105 0.09121 4.77680
H: 1.92081 -1.88049 -4.59112
H: 2.20842 -0.94953 -6.06938
H: 0.55938 -1.21763 -5.48757
H: 3.78810 0.81143 -2.87478
H: 3.57879 2.12849 -4.02318
H: 4.11786 0.55172 -4.58953
H: -0.17500 1.59771 -5.47118
H: 1.40978 2.13792 -6.03429
H: 0.71823 2.82428 -4.56311
H: -1.80560 2.42412 -3.75378
H: -4.00758 2.00354 -4.76251
H: -5.33635 0.03758 -4.06609
H: -4.43508 -1.51544 -2.35934
H: -2.22812 -1.07784 -1.33848
H: -2.03282 3.24885 -1.24428
H: -1.53525 5.60896 -0.75666
H: 0.80205 6.41366 -0.77798
H: 2.64267 4.83159 -1.27219
H: 2.13924 2.45342 -1.71822
H: 1.09803 2.20082 1.16975
H: 1.55857 4.38069 2.25027
H: -0.16485 5.44134 3.67583
H: -2.33695 4.31189 4.02868
H: -2.78936 2.14251 2.94478
H: -3.05539 2.40542 0.21277
H: -5.37632 2.18778 -0.58473
H: -6.55122 0.01868 -0.40022
H: -5.38415 -1.93231 0.58367
H: -3.04809 -1.71272 1.35596
S: -1.97651 -4.40300 0.82756
C: -0.81610 -3.42851 0.29155
N: 0.02859 -2.77169 -0.19421
C: 2.33220 -6.19355 0.40973
C: 2.80433 -4.76805 0.42453
C: 2.81081 -4.04003 1.61040
C: 3.13212 -2.69327 1.63059
C: 3.10462 -1.89956 2.90382
C: 3.46270 -2.05771 0.41503
C: 3.51338 -2.79000 -0.78432
C: 3.92049 -2.12360 -2.06668
C: 3.18121 -4.13820 -0.75323
C: 3.78397 -0.56118 0.42630
O: 4.91207 -0.13971 0.54297
O: 2.70681 0.17505 0.31314
H: 2.42245 -6.65028 1.39493
H: 2.89863 -6.79063 -0.30559
H: 1.27934 -6.23310 0.12076
H: 2.52035 -4.52532 2.53463
H: 2.94497 -2.54773 3.76359
H: 2.29322 -1.17071 2.87668
H: 4.03738 -1.34974 3.03660
H: 3.52530 -1.10854 -2.13160
H: 3.55351 -2.68715 -2.92409
H: 5.00876 -2.06132 -2.13035
H: 3.17393 -4.69648 -1.68214

Computed properties:
E_HOMO (spin up / spin down): -4.9 / -4.9 eV
Energy above the lowest of the compared OMol25 structures with the same formula, charge and spin: 0.0 kcal per mole
HOMO-LUMO gap (spin up / spin down): 6.358 / 6.358 eV
Calculated total energy: -101781.2559 eV
LUMO (spin up / spin down): 1.493 / 1.493 eV
Charge: -1
Strongest force on any atom: 0.332 eV/A
Molecular weight: 975.03 g/mol

These are the Mulliken partial charges, in e, on atoms 1 to 5:
1. Au 1.73
2. C -0.63
3. Si 0.11
4. C -1.08
5. C -1.24